The following is a quantum chemistry calculation of a 2-piece molecular cluster, CH2N2OS2 overall in a non-equilibrium geometry, from OMol25.

HOMO-LUMO gap, eV: 6.986

```
! RIJCOSX wB97M-V def2-TZVPD def2/J DEFGRID3
* xyz 0 1
S 3.0756 -0.3513 1.1491
S 2.3563 -0.2004 -0.5922
O 1.4123 -1.2459 -0.9092
N -0.3532 1.8764 -0.4139
N -0.9902 1.0011 -0.0706
C -1.7089 0.0136 0.2339
H -1.2232 -0.7050 1.0728
H -2.5686 -0.3886 -0.4700
*
```

=====

The following is a quantum chemistry calculation of C11H12Cl3N3S2Sn as an isolated structure, from OMol25.

HOMO-LUMO gap, eV: 7.352

```
! RIJCOSX wB97M-V def2-TZVPD def2/J DEFGRID3
* xyz 0 1
Sn -1.0640 1.3032 1.7406
Cl -1.9441 -3.4670 -2.2293
Cl -3.3061 -4.2558 0.2060
Cl -0.4356 -3.8516 0.2202
S 1.1260 0.3238 1.3602
S -1.1569 -0.2094 3.6865
N 0.3567 3.5024 -4.9273
N -0.5597 1.9216 -1.1660
N -2.1833 -0.8161 0.2170
C -1.9659 -3.3322 -0.4677
C 1.2593 -0.9074 2.6087
C -0.6957 1.8149 -3.5597
C 2.5360 -1.7053 2.5067
C 0.4732 -2.2521 4.5647
C -0.9584 1.3315 -2.2936
C 0.1389 3.0487 -1.3051
C 0.3241 -1.1426 3.5417
C -2.1403 -1.9107 -0.1137
C 0.4632 3.6201 -2.5194
C 0.0393 2.9953 -3.6938
H -0.3751 -2.2694 5.2454
H -1.5250 0.4127 -2.1800
H 3.4041 -1.0439 2.4850
H 0.7216 4.4342 -4.9969
H 0.4622 3.5275 -0.3854
H 2.5607 -2.2919 1.5846
H 1.0409 4.5353 -2.5544
H 1.3748 -2.1215 5.1660
H -1.0510 1.2810 -4.4325
H 0.5340 -3.2325 4.0869
H -0.1098 3.1456 -5.7403
H 2.6561 -2.3885 3.3449
*
```

=====

The following is a quantum chemistry calculation of C23H25AsCl2N5O10S6Ta as an isolated structure in a non-equilibrium geometry, from OMol25.

HOMO-LUMO gap, eV: 6.361

```
! RIJCOSX wB97M-V def2-TZVPD def2/J DEFGRID3
* xyz -2 1
Ta -2.0294 0.5483 -0.1020
As -3.8935 2.5295 2.8378
Cl -0.8253 -1.0317 -1.3681
Cl 2.9781 1.8716 -5.8895
S -3.5352 2.4275 -0.5950
S -2.3484 0.9764 2.2754
S -3.6368 -3.6556 -0.4077
S -4.9911 2.5696 0.8545
S -4.2025 -0.6835 -0.2820
S -2.7544 4.3780 2.9214
O -2.5851 1.3739 -4.4720
O 1.6321 1.1316 2.3937
O -1.4985 1.9299 -6.6971
O 0.5575 2.2507 -7.4273
O -4.5970 -2.3032 1.6335
O -1.5897 -1.7149 1.2215
O -0.6032 3.7355 -1.4577
O -0.5097 1.9516 -0.0387
O 1.9966 -3.1071 3.8615
O -2.1485 1.1393 -2.3359
N 1.7666 -1.0056 3.0747
N 0.0917 -0.3241 1.5513
N 0.0585 3.2828 1.9939
N 1.7853 1.4634 -3.4836
N 0.5738 1.3130 -2.9192
C 1.6566 1.7103 -4.8172
C 5.2517 1.6419 -2.0873
C -0.3366 3.1896 -0.4208
C -0.2042 1.9901 -6.5172
C -4.1253 -2.3029 0.3846
C 1.0376 -3.4580 0.9688
C -1.7812 1.3239 -3.5170
C 2.9158 1.3892 -2.6054
C -0.6285 -3.7401 2.8234
C 1.1503 -0.0028 2.2911
C -4.6971 -3.5453 2.3162
C 1.4227 -2.3281 3.1224
C 0.3179 3.9726 0.7062
C -0.3159 1.4639 -3.8657
C 0.3168 1.7242 -5.1310
C 2.6805 0.9856 -1.2904
C 3.7327 0.9180 -0.3911
C 2.0792 -2.6411 0.2087
C -0.4398 -1.5528 1.6275
C -1.3535 -3.1608 4.0363
C 0.3335 -2.7498 2.1563
C 4.2075 1.7228 -2.9992
C 5.0261 1.2413 -0.7817
H 0.6358 3.6489 2.7462
H -2.0200 -3.9056 4.4762
H -0.9483 3.4318 2.2925
H -5.1320 -3.3034 3.2832
H 0.2463 -3.7821 0.2883
H 1.6744 0.7341 -0.9801
H 5.8447 1.1851 -0.0745
H 4.4167 2.0525 -4.0010
H 1.3910 4.0293 0.5222
H -1.9564 -2.2957 3.7529
H -0.0523 -4.6201 3.1157
H -3.7133 -3.9990 2.4372
H 0.2685 2.2718 1.9179
H 2.5033 -0.6919 3.6881
H -5.3310 -4.2396 1.7634
H 1.6206 -1.8187 -0.3423
H 3.5253 0.6197 0.6277
H 2.5873 -3.2820 -0.5146
H 6.2503 1.9061 -2.4137
H -0.6446 -2.8526 4.8089
H -1.3577 -4.0357 2.0670
H -1.9895 1.7169 -5.8074
H -0.1106 4.9711 0.7213
H 1.5110 -4.3485 1.3892
H 2.8418 -2.2311 0.8751
*
```

=====

The following is a quantum chemistry calculation of C18H26AuN3O8P2 as an isolated structure in a non-equilibrium geometry, from OMol25.

Expectation value of S²: 2.05
HOMO-LUMO gap (spin up / spin down), eV: 8.435 / 5.310

```
! RIJCOSX wB97M-V def2-TZVPD def2/J DEFGRID3
* xyz 2 3
Au -0.0899 -0.2131 -0.8694
P 1.9972 -1.2869 -0.6929
P -2.2546 0.2551 -1.6729
O 2.7516 2.2446 -3.7139
O -1.5469 1.8436 7.8232
O 0.0509 3.9113 -1.6980
O 1.4984 -1.8159 6.2671
O 0.8836 1.4767 1.3907
O 2.0170 -2.0103 4.1153
O -1.2685 2.3541 1.3878
O -2.3220 3.1657 6.2401
N -1.6226 2.1960 6.6259
N 1.4478 -1.4269 5.0734
N -0.1677 -1.5109 -2.7103
C 1.0371 -1.9796 -3.1858
C 3.2814 -0.0983 -0.0909
C -0.3819 1.2867 3.3058
C -0.3624 1.7941 1.9419
C 0.5059 0.2500 3.5463
C -1.3148 -1.8301 -3.2936
C -0.1732 -2.9736 -5.0286
C -1.0803 1.9914 4.2761
C -2.2796 1.6642 -2.8230
C -2.5963 -1.2033 -2.6769
C 2.1768 -1.9088 -2.3498
C -0.0645 0.4048 5.8610
C 1.0225 -2.6080 -4.4817
C -0.8953 1.5115 5.5866
C 0.6537 -0.2390 4.8322
C 2.1032 -2.7567 0.3858
C -3.5854 0.5586 -0.4881
C -1.3718 -2.6167 -4.4376
H 0.9008 3.4060 -1.7446
H 1.0920 -0.1783 2.7390
H -1.7012 1.4054 -3.7161
H -3.0638 -1.9016 -1.9608
H -3.3051 -1.0077 -3.4895
H -1.7686 2.5060 -2.3396
H 0.7240 0.7688 0.5653
H 3.0083 0.1544 0.9430
H -4.4488 1.0582 -0.9595
H -2.3137 -2.9047 -4.8423
H 3.1502 -2.0940 -2.8166
H -3.9206 -0.3963 -0.0585
H 2.4248 2.2021 -4.6442
H 1.9242 -2.4699 1.4380
H -0.1866 -3.6076 -5.8917
H 4.3240 -0.4798 -0.0766
H 1.3423 -3.4742 0.0340
H 3.0924 -3.2364 0.2797
H 0.0660 0.0057 6.8600
H -1.6960 2.8472 3.9904
H 3.2696 0.8379 -0.6806
H -3.1726 1.2031 0.3056
H 2.0033 -2.9102 -4.8800
H 3.3943 1.6157 -3.5818
H -3.3062 1.9247 -3.1152
H 0.1175 4.2948 -0.8029
*
```

=====

The following is a quantum chemistry calculation of a 5-piece molecular cluster, C28H71N5O9P overall in a non-equilibrium geometry, from OMol25.

HOMO-LUMO gap, eV: 6.450

```
! RIJCOSX wB97M-V def2-TZVPD def2/J DEFGRID3
* xyz 1 1
P 4.4082 -2.5511 -3.3549
O 2.8071 2.2672 -1.1502
O 0.2137 5.7047 0.2548
O -3.1310 -4.3099 -1.6730
O -1.6224 -5.0693 -7.0795
O -3.5891 -2.4252 2.4202
O -2.8337 5.5422 7.3086
O 7.2467 -0.9871 -2.8457
O 1.9794 -5.7074 -4.4082
O 0.3418 5.9990 4.1111
N 2.6644 4.2849 1.2592
N -1.1477 -6.0214 -4.2691
N 4.6648 -0.7128 -0.4719
N -0.2783 4.1421 6.5736
N -4.6778 -1.9197 -0.3347
C 3.0639 -1.5741 -2.4162
C 3.6115 -0.3174 -1.5173
C 2.6157 5.6365 0.6911
C 1.2737 6.3211 0.9970
C -2.5670 -4.3825 -0.3701
C 0.9956 4.3751 5.8843
C -4.5435 -4.0935 -1.6990
C -1.9355 4.9288 8.2421
C 7.2198 -2.3490 -2.8320
C -5.4208 -2.4677 0.8054
C 5.8660 -3.1629 -2.2843
C -4.9508 -2.6093 -1.6005
C -0.6977 4.9863 1.0756
C -1.7272 -6.3709 -7.6413
C -3.6849 4.6084 6.6573
C 1.1090 -5.1075 -3.4464
C -4.8940 -1.9051 2.1355
C 1.6656 -5.4041 -5.7612
C -0.1758 -5.9163 -3.1752
C 3.7996 3.4873 0.7824
C 1.5785 2.9072 -1.4693
C -0.9421 6.5050 4.4527
C 1.2014 5.7547 5.2265
C -1.7311 -4.7342 -4.6628
C -2.5159 -4.8579 -5.9789
C -2.5661 -1.4417 2.3376
C 3.8452 3.1512 -0.7221
C -0.4872 5.0151 7.7338
H 4.7326 3.9882 1.0683
H -3.2881 -5.6351 -5.9154
H -0.6801 -6.4332 -5.0718
H 1.3307 7.3597 0.6539
H -2.4022 -1.1357 1.3024
H -2.7662 -6.6062 -7.8972
H 2.2203 5.7693 4.8215
H 3.7501 -3.7541 -3.8781
H -6.0174 -2.5117 -1.8371
H 0.9339 2.9351 -0.5904
H -4.4322 5.1679 6.0877
H -4.9150 -0.8079 2.1449
H 1.0700 2.3078 -2.2271
H 2.3831 -2.2683 -1.7591
H 4.7833 2.6132 -0.9032
H -0.6783 -5.5086 -2.2896
H 1.7257 3.9165 -1.8718
H 0.9075 -4.0607 -3.6987
H -6.4810 -2.2135 0.7010
H -1.2980 7.1175 3.6219
H -1.6391 -1.8813 2.7161
H -5.3298 -3.5564 0.8476
H -1.0318 4.2889 5.9079
H 1.6779 -5.0835 -2.5092
H -3.1197 3.9854 5.9612
H -1.6463 5.6815 4.5747
H -1.5477 4.6838 0.4575
H 8.2078 -2.9162 -3.1873
H -2.4049 -4.3865 -3.8724
H 2.5906 -5.4377 -6.3403
H 1.8077 3.7935 1.0203
H 1.2259 -4.4060 -5.8741
H -5.5500 -2.2529 2.9406
H -2.2316 -3.3943 -0.0540
H 0.1953 4.7173 8.5371
H 2.7339 5.6110 -0.3956
H 4.9470 -1.8724 -4.5214
H 0.1198 -6.9412 -2.9235
H -4.4063 -2.0597 -2.3768
H 0.9992 -6.1649 -6.1684
H 3.7691 2.5422 1.3365
H -5.0506 -4.7239 -0.9604
H -3.2634 -4.8062 0.3633
H 1.1555 6.5800 5.9454
H -1.3309 -7.1237 -6.9570
H 5.7169 -3.0672 -1.1279
H 5.1221 0.1634 -0.0776
H -0.2313 4.0859 1.4805
H -3.6819 -1.9861 -0.1446
H -3.0231 -3.9058 -6.1683
H 4.0281 0.5876 -2.1366
H 1.0689 6.3415 2.0749
H -1.0715 5.6147 1.8916
H 3.8871 4.0435 -1.3563
H -0.2871 6.0599 7.4811
H 4.0704 -1.0512 0.3437
H -2.0098 5.5054 9.1702
H -0.9187 7.1290 5.3539
H -4.8786 -4.4547 -2.6786
H -0.9544 -3.9791 -4.8106
H 2.3466 -1.1021 -3.2457
H 1.0665 3.6147 5.0982
H -2.8096 -0.5684 2.9529
H -2.2196 3.8944 8.4738
H 3.4303 6.2349 1.1130
H -1.1330 -6.3950 -8.5590
H 2.6852 0.0787 -0.8764
H 6.0624 -4.3142 -2.5176
H -1.6861 -5.0259 -0.4166
H 1.8194 4.1820 6.5823
H -4.2075 3.9782 7.3855
*
```

=====

The following is a quantum chemistry calculation of a 2-piece molecular cluster, C27H53BN4O6P overall in a non-equilibrium geometry, from OMol25.

HOMO-LUMO gap, eV: 6.471

```
! RIJCOSX wB97M-V def2-TZVPD def2/J DEFGRID3
* xyz -1 1
P -3.7400 -3.4972 2.2661
O 0.8357 -3.1428 -1.7205
O 2.7975 -2.0644 -1.6295
O 1.5310 5.5244 -1.6560
O 0.6661 3.3346 -1.1492
O -1.3704 4.0663 -0.3185
O -4.6886 -2.3726 1.9544
N -2.8119 -4.6248 3.1833
N 4.5746 1.1717 0.5657
N -4.7402 -4.8137 1.7214
N -2.3824 -3.0781 1.3026
C -1.9991 -1.6688 1.4082
C -0.7613 5.9198 0.8658
C -6.1546 -4.6523 2.0374
C -3.5207 -5.4580 4.1700
C -0.8878 0.7447 -2.3378
C 1.8844 4.6544 0.5013
C -0.5158 5.1861 -0.4391
C -1.4462 -4.2885 3.6205
C 0.3512 -1.2410 -3.2597
C 4.1200 3.5989 1.0866
C -2.1288 -3.5829 -0.0303
C -2.0120 6.2993 1.2069
C 0.7509 5.0793 -3.9302
C -4.5769 -5.4893 0.4543
C 1.8982 4.9880 -2.9156
C 1.9715 -2.7636 -1.1216
C 5.3534 1.2606 -0.5469
C 4.7992 0.0166 1.2439
C 0.9524 4.5724 -0.7090
C -1.2452 1.5097 -1.0414
C 3.5814 2.1549 1.0007
C -0.3791 -0.6794 -2.0389
C 3.3643 4.4983 0.0881
C 6.1071 0.0985 -0.5763
C 2.1526 -3.3079 0.2700
C 5.7676 -0.6915 0.5452
C 0.7707 -2.7146 -3.0904
B -0.8142 3.0494 -1.2277
H -3.4582 -6.5071 3.8725
H 0.1789 5.9715 -3.6755
H 5.3570 2.0823 -1.2394
H 1.2283 -0.6188 -3.4389
H -2.0690 -1.3273 2.4441
H -1.1837 -3.1937 -0.4089
H 2.3368 3.9912 -2.8512
H -1.1310 -4.9282 4.4453
H 2.6894 5.6499 -3.2871
H -0.7414 -4.4559 2.8082
H -6.2837 -4.2086 3.0254
H -0.6861 1.0251 -0.2304
H -0.0853 1.2582 -2.8761
H 1.3848 -4.0444 0.5031
H -2.3209 1.4939 -0.8521
H 0.0045 -3.3294 -3.5648
H -6.6767 -4.0129 1.3150
H 3.1345 1.8341 1.9381
H -2.0004 -4.6672 -0.0275
H -4.7004 -4.8176 -0.4053
H 1.7816 5.6621 0.9012
H 5.2012 3.6630 0.9718
H 6.1643 -1.6619 0.7919
H -1.2154 -1.3129 -1.7364
H 1.6088 3.9217 1.2600
H -6.6435 -5.6308 2.0599
H -1.7452 0.6936 -3.0144
H -2.9148 -3.3017 -0.7447
H 0.1293 4.1921 -3.9805
H -2.6262 6.9161 0.5539
H -0.8386 5.6948 -1.3598
H 3.8536 5.4590 -0.0535
H -3.1004 -5.3571 5.1726
H -2.4618 6.0416 2.1635
H 3.8514 3.9768 2.0790
H -4.5719 -5.1942 4.2494
H 2.1351 -2.5016 1.0006
H -5.3184 -6.2867 0.3582
H 4.3148 -0.2816 2.1568
H -3.6086 -5.9894 0.3971
H 0.0334 6.1548 1.5672
H 0.3314 -0.5734 -1.2167
H 6.8194 -0.1806 -1.3370
H -0.9592 -1.5412 1.0997
H -1.1593 3.4184 -2.3728
H -2.6267 -1.0147 0.7951
H -0.2713 -1.1925 -4.1565
H 1.6957 -2.9335 -3.6219
H 1.1929 5.3022 -4.9089
H 3.3680 3.9524 -0.8596
H 3.1377 -3.7680 0.3160
H 2.7681 2.1357 0.2677
H -1.3577 -3.2538 3.9523
*
```

=====

The following is a quantum chemistry calculation of C21H21N5O2OsS as an isolated structure in a non-equilibrium geometry, from OMol25.

Expectation value of S²: 6.05
HOMO-LUMO gap (spin up / spin down), eV: 6.897 / 3.600

```
! RIJCOSX wB97M-V def2-TZVPD def2/J DEFGRID3
* xyz 4 5
Os 0.0966 -0.0613 0.2103
S -2.9215 0.8692 3.8168
O 0.0494 -2.6030 2.0576
O 2.4028 1.0023 2.0555
N -1.1481 0.7004 1.8945
N 1.8413 -1.2003 -0.5497
N -2.0215 -0.9935 -0.2122
N -2.6403 -1.2263 2.4266
N 0.0886 2.2480 -0.2160
C -2.1134 0.0001 2.4802
C -0.8168 1.9232 2.6118
C 1.5226 0.6386 1.2861
C -1.7281 3.2094 4.5706
C 0.1570 3.4024 -0.2122
C 0.4674 1.3598 -3.3305
C -1.7352 2.1579 3.6735
C -4.3310 -2.1582 -0.2264
C -1.0508 -0.9824 -3.3300
C 3.9828 -2.5939 -0.9473
C 0.1659 2.8924 2.5963
C 0.3594 -1.0522 -3.4534
C 0.2280 4.8315 -0.2264
C -3.0492 -1.5171 -0.2164
C 0.2279 3.9682 3.4509
C -0.7225 4.1430 4.4428
C 1.1068 0.1007 -3.4526
C 2.7908 -1.8180 -0.7091
C -0.8995 1.4277 -3.2103
C 0.0261 -1.6458 1.2830
C -1.6709 0.2381 -3.2115
H -4.5541 -2.5616 -1.2310
H -0.7836 5.2783 -0.2974
H -4.3626 -3.0005 0.4943
H -2.2184 -2.0419 1.9585
H -2.7299 0.3209 -3.1439
H -5.1329 -1.4460 0.0443
H -0.6763 4.9843 5.1264
H -1.6076 -1.8894 -3.3567
H -1.4073 2.3607 -3.1413
H 4.5841 -2.6792 -0.0228
H -2.4799 3.2833 5.3517
H 0.7056 5.2206 0.6968
H 4.6117 -2.1213 -1.7241
H 1.0438 4.6980 3.3677
H 2.1648 0.0790 -3.5683
H 0.8205 5.1886 -1.0917
H 0.8111 -2.0088 -3.5704
H 3.7259 -3.6147 -1.2851
H 1.0199 2.8777 1.8942
H -3.4369 -1.5207 3.0008
H 1.0679 2.2381 -3.3591
*
```

=====

The following is a quantum chemistry calculation of an isolated ion of composition C5H9N2 and charge +1 in a non-equilibrium geometry, from OMol25.

Structure (SMILES): CCc1c[nH]c[nH+]1
HOMO-LUMO gap, eV: 10.812

```
! RIJCOSX wB97M-V def2-TZVPD def2/J DEFGRID3
* xyz 1 1
N 1.6101 -0.6570 -0.9743
N 0.9510 0.6660 0.5654
C 2.0094 0.0108 0.1015
C -0.1969 0.2913 -0.1326
C 0.2454 -0.5782 -1.0839
C -2.4876 -0.4030 0.8783
C -1.5308 0.7290 0.3479
H -1.2921 1.3305 1.2176
H -3.2674 -0.5781 0.1466
H -1.9332 -1.3367 0.9637
H -2.8200 -0.0654 1.8527
H -0.3528 -1.0033 -1.8658
H 1.1066 1.5011 1.1158
H -2.0827 1.3522 -0.3425
H 2.1973 -1.1881 -1.6055
H 3.0510 0.0089 0.3712
*
```

=====

The following is a quantum chemistry calculation of a 2-piece molecular cluster, C4H11NO2 overall, from OMol25.

Structure (SMILES): CC(=O)O.CCN
HOMO-LUMO gap, eV: 10.485

```
! RIJCOSX wB97M-V def2-TZVPD def2/J DEFGRID3
* xyz 0 1
O -1.5518 -0.8183 -0.0396
O 0.0398 -1.5803 -1.4105
N 1.6146 -0.0611 0.9550
C -2.1507 -1.8490 -2.1462
C -1.2522 -1.3503 -1.0697
C 1.0159 1.2216 0.6130
C 1.0809 2.2446 1.7309
H 0.3238 2.0237 2.4876
H 2.0465 2.3233 2.2425
H 1.4740 1.6717 -0.2670
H -0.0446 1.1011 0.3699
H 2.1961 0.0570 1.7710
H 0.8076 3.2318 1.3646
H -2.1301 -2.9306 -2.0789
H -1.7463 -1.5907 -3.1231
H -3.1837 -1.5564 -2.0106
H 0.6099 -1.4714 -0.6186
H 0.8503 -0.6668 1.2297
*
```

=====

The following is a quantum chemistry calculation of an isolated molecule of C6H13NO in a non-equilibrium geometry, from OMol25.

Structure (SMILES): CCN(C)[C@H](C)C=O
HOMO-LUMO gap, eV: 9.198

```
! RIJCOSX wB97M-V def2-TZVPD def2/J DEFGRID3
* xyz 0 1
O -1.3536 -1.7464 1.4960
N 0.1296 0.2719 0.0203
C 2.5480 0.6978 0.4365
C -0.5855 -0.8653 -0.5719
C 1.2707 -0.0827 0.8606
C -1.6628 -1.3657 0.3931
C -1.1974 -0.4485 -1.9196
C -0.7278 1.3145 0.6022
H -0.6403 0.3733 -2.3655
H 0.1221 -1.6691 -0.7100
H -0.5898 2.2559 0.0631
H -1.7790 1.0249 0.5225
H 3.1555 0.0806 -0.2232
H -2.2331 -0.1385 -1.7760
H -1.2329 -1.2735 -2.6351
H 1.4745 -1.1498 0.8236
H -0.5093 1.4803 1.6542
H -2.7331 -1.4786 0.1379
H 2.2723 1.6412 -0.0134
H 1.0980 0.2114 1.8901
H 3.1739 0.8661 1.3146
*
```

=====

Sequential total energy output: -1020.31983, -2981.89207, -7520.41413, -2285.26747, -2401.13615, -2097.23045, -1724.13744, -305.19411, -364.25348, -366.35967 Eh